1.
Molecular formula: C27H28BIrN4O4PS
Method: DFT, wB97M-V/def2-TZVPD

Values from the calculation:
Relative energy (zero: lowest compared OMol25 entry of this formula, charge and spin) ... 0.0000 eV
Total charge ... +1
HOMO-LUMO gap ... 7.5 eV

Each line ends with the Löwdin charge.
Element x y z (Å)
Ir -0.3254 1.3562 0.0706  0.971
O -0.1780 2.0145 -4.0016  0.069
C -0.6068 1.6648 -2.9213  -0.701
O -0.6388 2.4152 -1.8585  -0.254
C -1.1734 0.2559 -2.7029  -0.205
P -0.4288 -0.4411 -1.1943  0.947
C 1.1820 -1.1021 -1.6786  -0.332
C 1.7569 -0.6754 -2.8776  -0.073
C 3.0334 -1.0953 -3.2185  -0.062
C 3.7432 -1.9335 -2.3710  -0.063
C 3.1754 -2.3532 -1.1768  -0.057
C 1.9021 -1.9355 -0.8266  -0.078
C -1.4791 -1.8351 -0.7058  -0.304
C -2.5393 -2.2221 -1.5272  -0.071
C -3.3208 -3.3191 -1.1948  -0.061
C -3.0495 -4.0460 -0.0462  -0.059
C -1.9923 -3.6733 0.7717  -0.055
C -1.2118 -2.5758 0.4469  -0.100
H -1.0345 -0.3787 -3.5758  0.111
H -2.2405 0.3739 -2.4997  0.092
H 1.2266 -0.0157 -3.5533  0.096
H 3.4689 -0.7733 -4.1554  0.112
H 4.7373 -2.2631 -2.6429  0.111
H 3.7262 -3.0053 -0.5122  0.113
H 1.4867 -2.2493 0.1202  0.094
H -2.7627 -1.6858 -2.4383  0.096
H -4.1375 -3.6083 -1.8427  0.112
H -3.6570 -4.9042 0.2085  0.113
H -1.7730 -4.2376 1.6687  0.115
H -0.4045 -2.2870 1.1035  0.085
S 1.9805 1.5881 0.1586  0.755
C 2.5756 2.5288 -1.1644  -0.711
N 1.9037 3.2384 -2.0406  0.065
C 2.7767 3.8181 -3.0593  -0.092
C 4.1857 3.5351 -2.4933  -0.104
N 3.8881 2.6114 -1.3968  0.033
H 0.8804 3.2214 -2.0829  0.091
H 2.5813 4.8824 -3.1684  0.125
H 2.5995 3.3317 -4.0182  0.123
H 4.6713 4.4371 -2.1208  0.121
H 4.8369 3.0637 -3.2263  0.120
H 4.5713 2.2023 -0.7841  0.143
C -2.9752 -0.1374 2.2041  0.030
C -3.2604 0.8298 1.1144  -0.331
N -2.4198 1.4363 0.2838  -0.061
C -3.1737 2.2972 -0.5039  -0.104
C -4.4735 2.1973 -0.1465  -0.049
N -4.5081 1.2685 0.8662  0.120
H -2.1549 -0.7955 1.9359  0.056
H -3.8530 -0.7558 2.3905  0.101
H -2.7102 0.3878 3.1216  0.101
H -2.7087 2.9130 -1.2509  0.104
H -5.3542 2.6938 -0.5103  0.123
H -5.3263 0.9660 1.3675  0.170
O 0.7030 -0.7187 2.1439  0.068
B 0.0483 0.4946 1.8788  -0.806
O -0.2372 1.1418 3.0877  0.114
C 0.2262 0.3145 4.0872  -0.206
C 0.1711 0.4956 5.4495  0.016
C 0.7188 -0.5196 6.2327  -0.076
C 1.2897 -1.6509 5.6607  -0.077
C 1.3387 -1.8208 4.2777  0.012
C 0.7933 -0.8123 3.5180  -0.198
H -0.2678 1.3825 5.8848  0.124
H 0.7019 -0.4223 7.3095  0.107
H 1.7080 -2.4149 6.3014  0.107
H 1.7882 -2.6936 3.8240  0.121


2.
Molecular formula: C45H100ClN4O18P
Method: DFT, wB97M-V/def2-TZVPD

Values from the calculation:
Relative energy (zero: lowest compared OMol25 entry of this formula, charge and spin) ... 7.9881 eV
Total charge ... 0
SMILES string ... C#CC[C@H](C[C@@H](C)O)O[C@H]([C@H](COCOCCO)O[C@H](CCCCl)CCCOC)P(=O)(O)O.COCCNCCOC.COCCNCCOC.COCCNCCOC.COCCNCCOC
HOMO-LUMO gap ... 8.8 eV

Each line ends with the Löwdin charge.
Element x y z (Å)
C 7.0176 2.3932 -2.5632  0.059
C 5.7642 2.7868 -2.7338  -0.073
C 4.2453 3.3778 -2.6544  -0.093
C 3.5050 2.5486 -1.4491  -0.292
C 4.3657 2.6999 -0.0569  -0.080
C 4.6553 4.2532 0.2862  -0.384
C 4.3225 4.6861 1.8062  -0.064
O 6.0678 4.5096 0.0370  -0.105
O 3.5671 1.1472 -1.8289  -0.136
C 2.3493 0.6745 -2.4554  -0.250
C 1.6166 -0.3992 -1.5002  -0.233
C 2.4546 -1.7378 -1.1831  -0.149
O 3.7549 -1.8286 -1.8246  -0.129
C 3.9275 -3.2731 -2.0680  -0.236
O 5.2886 -3.6261 -2.4228  -0.134
C 5.3915 -5.0549 -2.0489  -0.162
C 6.0500 -5.1930 -0.5559  -0.197
O 7.4231 -5.7284 -0.6180  -0.130
O 0.3328 -0.7904 -2.0627  -0.131
C -0.7892 -0.3984 -1.2263  -0.298
C -1.2862 -1.5276 -0.1862  -0.120
C -0.2580 -1.8571 1.0195  -0.230
C 0.0713 -3.4607 1.0705  -0.520
Cl 1.7777 -3.7354 1.7909  0.453
C -2.0415 -0.1391 -2.2605  -0.124
C -3.2237 0.6390 -1.4780  -0.174
C -4.3447 1.2857 -2.4599  -0.215
O -5.3435 1.9111 -1.5995  -0.232
C -6.4769 1.0360 -1.3501  -0.125
P 2.6258 0.0273 -4.2588  0.751
O 4.1460 0.1328 -4.6039  -0.343
O 1.8401 1.1109 -5.3804  -0.216
O 2.0652 -1.5725 -4.4803  -0.198
H 7.9882 1.8531 -2.2292  0.055
H 4.2372 4.5146 -2.4975  0.112
H 3.7018 3.0883 -3.6465  0.112
H 2.4562 2.9470 -1.1980  0.157
H 5.2850 2.0125 -0.0241  0.127
H 3.6356 2.3163 0.7734  0.116
H 4.0426 4.9713 -0.3999  0.142
H 5.0113 5.5858 2.0885  0.094
H 3.2450 5.1397 1.7931  0.087
H 4.4441 3.8493 2.5933  0.066
H 6.6142 3.7032 0.1992  0.089
H 1.5860 1.5511 -2.5933  0.147
H 1.4528 0.1382 -0.4752  0.153
H 1.7905 -2.6374 -1.4658  0.133
H 2.6529 -1.7757 -0.0318  0.110
H 3.1440 -3.6688 -2.8244  0.148
H 3.7030 -3.7727 -1.0328  0.132
H 4.3316 -5.5456 -2.1036  0.128
H 6.0509 -5.6529 -2.7756  0.135
H 6.0786 -4.1261 -0.0814  0.139
H 5.4520 -5.9426 0.1020  0.130
H 7.9661 -4.9229 -0.8497  0.104
H -0.6477 0.6131 -0.6766  0.158
H -1.5029 -2.5405 -0.7203  0.108
H -2.2951 -1.2282 0.3130  0.119
H 0.7260 -1.2651 1.0010  0.077
H -0.7695 -1.6129 2.0405  0.119
H 0.0275 -3.8970 0.0089  0.073
H -0.7097 -3.9360 1.7890  0.091
H -1.6221 0.6195 -3.0457  0.126
H -2.3736 -1.1026 -2.7979  0.115
H -2.7230 1.5242 -0.9051  0.131
H -3.8085 -0.0420 -0.7318  0.094
H -3.8073 2.1423 -3.0449  0.136
H -4.7665 0.5083 -3.1948  0.123
H -7.4322 1.7002 -1.4513  0.105
H -6.5895 0.1679 -2.0998  0.082
H -6.4980 0.6367 -0.2615  0.094
H 1.0557 0.6511 -5.7880  0.077
H 2.8036 -2.1563 -4.8094  0.097
C 6.3541 2.5162 4.8056  -0.109
O 4.9333 2.5192 4.7915  -0.216
C 4.3681 1.2609 4.4153  -0.209
C 3.6927 0.5883 5.6150  -0.207
N 4.6802 0.1298 6.5933  -0.054
C 4.1037 -0.2576 7.8839  -0.196
C 3.3582 0.8214 8.6875  -0.221
O 4.1968 1.8580 9.1917  -0.181
C 4.4831 2.8900 8.2562  -0.097
H 6.6923 3.5493 4.9142  0.092
H 6.7376 1.9411 5.6528  0.075
H 6.7580 2.1196 3.8687  0.087
H 5.1036 0.6007 3.9437  0.123
H 3.5979 1.4793 3.6678  0.111
H 3.1082 -0.2696 5.2660  0.122
H 3.0051 1.3171 6.0546  0.099
H 5.3509 0.8719 6.7589  0.064
H 4.9360 -0.6180 8.4987  0.119
H 3.4367 -1.1135 7.7286  0.116
H 2.9401 0.3290 9.5726  0.119
H 2.5020 1.2384 8.1483  0.107
H 3.6536 3.0746 7.5724  0.087
H 5.3963 2.6530 7.7103  0.068
H 4.6753 3.8072 8.8205  0.090
C 3.8247 8.2004 -6.3432  -0.114
O 3.5629 7.2037 -7.3208  -0.198
C 3.9478 5.8895 -6.9082  -0.201
C 2.7142 5.0180 -6.6513  -0.201
N 1.9971 5.4513 -5.4504  -0.051
C 0.6676 4.8570 -5.3040  -0.199
C -0.3721 5.1491 -6.3991  -0.219
O -0.8084 6.5053 -6.4436  -0.181
C 0.0535 7.3768 -7.1649  -0.096
H 3.6794 9.1772 -6.8105  0.089
H 3.1308 8.1181 -5.5021  0.073
H 4.8574 8.1415 -5.9852  0.088
H 4.6173 5.9067 -6.0418  0.120
H 4.5055 5.4544 -7.7439  0.122
H 3.0279 3.9762 -6.5258  0.120
H 2.0782 5.0810 -7.5394  0.099
H 1.8907 6.4594 -5.4750  0.063
H 0.2657 5.2268 -4.3537  0.117
H 0.7781 3.7715 -5.1950  0.099
H -1.2660 4.5636 -6.1556  0.118
H -0.0549 4.8074 -7.3892  0.109
H 0.5409 6.8799 -8.0047  0.088
H 0.7875 7.8156 -6.4891  0.068
H -0.5543 8.1981 -7.5558  0.090
C -3.4785 -4.2100 -1.9247  -0.113
O -4.2411 -3.4485 -0.9991  -0.204
C -5.1410 -2.5303 -1.6250  -0.208
C -6.5933 -2.9797 -1.4356  -0.199
N -6.8872 -4.1808 -2.2188  -0.049
C -8.1551 -4.8235 -1.8623  -0.192
C -8.3076 -5.3465 -0.4248  -0.214
O -7.4703 -6.4576 -0.1158  -0.175
C -6.1419 -6.1078 0.2520  -0.094
H -2.6984 -4.7348 -1.3678  0.087
H -4.1002 -4.9564 -2.4262  0.078
H -2.9959 -3.5642 -2.6656  0.080
H -4.9022 -2.3706 -2.6822  0.125
H -5.0105 -1.5724 -1.1122  0.082
H -7.2646 -2.1735 -1.7502  0.114
H -6.7439 -3.1555 -0.3659  0.094
H -6.1430 -4.8558 -2.0825  0.065
H -8.2748 -5.6733 -2.5435  0.119
H -8.9756 -4.1303 -2.0813  0.116
H -9.3333 -5.7190 -0.3262  0.121
H -8.2052 -4.5581 0.3275  0.103
H -6.0933 -5.1580 0.7862  0.072
H -5.5046 -6.0944 -0.6327  0.067
H -5.7603 -6.8935 0.9107  0.092
C -3.6307 -3.9709 6.7542  -0.112
O -4.8020 -3.1888 6.9397  -0.197
C -4.5963 -1.7940 6.7033  -0.206
C -5.3063 -1.3503 5.4200  -0.207
N -4.6503 -1.8993 4.2320  -0.053
C -5.4330 -1.7580 3.0011  -0.195
C -6.8033 -2.4543 2.9399  -0.213
O -6.7342 -3.8782 2.9231  -0.201
C -6.5964 -4.4756 4.2067  -0.084
H -3.8318 -4.9747 7.1355  0.091
H -3.3768 -4.0534 5.6938  0.072
H -2.7854 -3.5551 7.3115  0.088
H -3.5340 -1.5283 6.6892  0.120
H -5.0540 -1.2669 7.5468  0.120
H -5.2973 -0.2567 5.3620  0.123
H -6.3464 -1.6824 5.4899  0.100
H -4.4717 -2.8865 4.3792  0.063
H -4.8143 -2.1646 2.1927  0.113
H -5.5637 -0.6906 2.7878  0.116
H -7.2620 -2.1736 1.9848  0.110
H -7.4936 -2.1052 3.7138  0.111
H -7.1132 -3.9136 4.9856  0.090
H -5.5404 -4.5991 4.4468  0.069
H -7.0334 -5.4772 4.1565  0.093


3.
Molecular formula: C2H5NO2S2
Method: DFT, wB97M-V/def2-TZVPD

Values from the calculation:
Relative energy (zero: lowest compared OMol25 entry of this formula, charge and spin) ... 2.8890 eV
Total charge ... 0
HOMO-LUMO gap ... 9.0 eV

Each line ends with the Löwdin charge.
Element x y z (Å)
C -0.4354 1.4051 0.5736  -0.448
C 0.7389 -1.7065 -0.2855  -0.619
N 0.4080 2.0328 -0.0557  0.077
O 0.8361 -0.7925 -1.2786  -0.205
O -2.8181 0.5559 0.0632  -0.562
S -0.6785 -1.4087 0.8995  0.597
S -1.4716 0.2016 -0.3762  0.720
H -0.5943 1.3209 1.6848  0.104
H 1.3562 0.0645 -1.0991  0.124
H 0.3225 -2.6585 -0.9078  0.133
H 1.5733 -1.7931 0.3852  0.061
H 0.7630 2.7785 0.3965  0.017